Molecular formula: C45H39Br2MoN3O4P2S2
Method: DFT, ωB97M-V with the def2-TZVPD basis set

Values from the calculation:
- relative energy (zero: lowest compared OMol25 entry of this formula, charge and spin) (eV) = 2.151
- Kohn-Sham gap (spin up / spin down) (Ha) = 0.201 / 0.208
- multiplicity = 3
- charge = +2
- ⟨S²⟩ = 2.021

Atoms and positions in Å:
Mo 0.232 -0.146 0.121
C 1.404 -7.602 -2.122
S -0.312 -7.299 -2.588
C -1.081 -7.079 -0.957
C -1.379 -5.621 -0.629
C -0.128 -4.762 -0.650
N -0.436 -3.339 -0.376
P 0.062 -2.581 1.021
C -0.430 -3.592 2.421
C -1.783 -3.768 2.734
C -2.156 -4.633 3.746
C -1.183 -5.331 4.454
C 0.156 -5.163 4.148
C 0.538 -4.295 3.135
C 1.863 -2.479 1.068
C 2.472 -1.812 2.138
C 3.840 -1.603 2.139
C 4.608 -2.062 1.077
C 4.011 -2.736 0.018
C 2.641 -2.941 0.006
P -0.443 -2.121 -1.613
C -0.705 -2.962 -3.160
C -1.972 -3.392 -3.553
C -2.109 -4.096 -4.736
C -0.993 -4.367 -5.519
C 0.265 -3.928 -5.135
C 0.413 -3.216 -3.956
C -1.976 -1.210 -1.199
C -2.288 -0.096 -1.996
C -3.459 0.611 -1.791
C -4.331 0.230 -0.778
C -4.049 -0.880 0.007
C -2.890 -1.606 -0.217
H 1.940 -7.847 -3.037
H 1.475 -8.454 -1.449
H 1.877 -6.732 -1.667
H -0.431 -7.528 -0.204
H -2.008 -7.652 -0.956
H -1.852 -5.546 0.355
H -2.089 -5.228 -1.362
H 0.346 -4.834 -1.631
H 0.602 -5.112 0.087
H -2.554 -3.236 2.192
H -3.202 -4.766 3.984
H -1.474 -6.009 5.245
H 0.912 -5.708 4.696
H 1.588 -4.179 2.902
H 1.884 -1.462 2.979
H 4.308 -1.067 2.953
H 5.674 -1.879 1.069
H 4.617 -3.093 -0.804
H 2.181 -3.432 -0.842
H -2.841 -3.180 -2.942
H -3.086 -4.434 -5.051
H -1.110 -4.921 -6.440
H 1.128 -4.135 -5.753
H 1.391 -2.855 -3.657
H -1.610 0.212 -2.785
H -3.693 1.458 -2.422
H -5.243 0.788 -0.616
H -4.748 -1.198 0.769
H -2.706 -2.522 0.330
C -1.041 -0.325 3.448
C -1.576 0.807 2.643
C -2.524 1.669 3.226
C -3.009 2.750 2.542
C -2.534 3.017 1.245
C -2.901 4.139 0.446
Br -4.172 5.368 1.083
C -2.324 4.342 -0.779
C -1.369 3.436 -1.282
Br -0.611 3.721 -2.968
C -1.027 2.325 -0.551
O -0.137 1.419 -0.955
C -1.597 2.115 0.716
N -1.148 1.001 1.395
H -1.254 -0.174 4.503
H 0.039 -0.417 3.329
H -1.506 -1.262 3.146
H -2.847 1.466 4.236
H -3.730 3.414 2.998
H -2.591 5.203 -1.375
O 6.124 1.362 1.130
S 5.234 2.080 0.259
O 5.644 1.495 -1.267
N 3.734 1.304 0.470
C 3.089 0.862 -0.524
O 1.997 0.108 -0.238
C 3.403 0.954 -1.942
C 2.492 0.709 -2.971
C 2.905 0.791 -4.284
C 4.231 1.105 -4.575
C 5.148 1.353 -3.569
C 4.724 1.291 -2.250
H 1.462 0.482 -2.728
H 2.202 0.620 -5.087
H 4.552 1.168 -5.606
H 6.177 1.603 -3.784

---

Molecular formula: C45H39N5O4P2S2V
Method: DFT, ωB97M-V with the def2-TZVPD basis set

Values from the calculation:
- relative energy (zero: lowest compared OMol25 entry of this formula, charge and spin) (eV) = 0.583
- Kohn-Sham gap (spin up / spin down) (Ha) = 0.233 / 0.238
- multiplicity = 3
- charge = -1
- ⟨S²⟩ = 2.018

Atoms and positions in Å:
V -0.073 -0.415 1.753
S -0.280 -3.133 -0.519
P -0.172 -1.324 -1.363
C -0.028 0.041 -0.325
P -0.445 1.645 -0.873
S -2.054 2.537 -0.147
C -0.559 1.781 -2.714
C 0.572 1.845 -3.525
C 0.453 1.963 -4.905
C -0.802 2.039 -5.490
C -1.935 2.008 -4.687
C -1.814 1.882 -3.311
C 0.986 2.757 -0.567
C 0.873 4.113 -0.879
C 1.931 4.976 -0.639
C 3.109 4.500 -0.070
C 3.227 3.157 0.246
C 2.169 2.289 -0.014
C -1.650 -1.195 -2.436
C -2.851 -1.004 -1.754
C -4.051 -0.946 -2.443
C -4.062 -1.080 -3.828
C -2.870 -1.263 -4.513
C -1.664 -1.317 -3.820
C 1.242 -1.468 -2.549
C 1.345 -2.567 -3.406
C 2.454 -2.724 -4.224
C 3.495 -1.800 -4.181
C 3.414 -0.717 -3.319
C 2.288 -0.553 -2.516
H 1.558 1.833 -3.082
H 1.347 2.009 -5.518
H -0.898 2.134 -6.566
H -2.921 2.073 -5.134
H -2.691 1.873 -2.678
H -0.058 4.484 -1.288
H 1.833 6.028 -0.883
H 3.926 5.182 0.137
H 4.131 2.783 0.715
H 2.230 1.240 0.242
H -2.832 -0.894 -0.678
H -4.975 -0.795 -1.895
H -4.999 -1.033 -4.372
H -2.870 -1.345 -5.594
H -0.739 -1.423 -4.371
H 0.559 -3.312 -3.400
H 2.516 -3.578 -4.890
H 4.366 -1.932 -4.813
H 4.220 0.005 -3.268
H 2.224 0.286 -1.833
C 4.020 0.383 2.746
O 3.893 1.674 3.326
C 2.684 2.296 3.522
C 2.783 3.518 4.156
C 1.654 4.268 4.471
C 0.413 3.766 4.157
C 0.280 2.535 3.503
C -1.063 2.055 3.254
N -1.357 0.980 2.633
N -2.705 0.668 2.560
C -2.827 -0.519 2.049
O -1.835 -1.314 1.780
C -4.193 -1.003 1.710
C -4.382 -2.330 1.343
C -5.641 -2.775 0.965
C -6.715 -1.895 0.942
C -6.526 -0.564 1.294
C -5.268 -0.116 1.673
C 1.417 1.779 3.147
O 1.341 0.641 2.492
H 5.092 0.189 2.732
H 3.518 -0.381 3.337
H 3.634 0.341 1.732
H 3.777 3.872 4.404
H 1.758 5.226 4.964
H -0.486 4.320 4.404
H -1.889 2.650 3.640
H -3.522 -2.989 1.328
H -5.781 -3.808 0.672
H -7.695 -2.243 0.638
H -7.357 0.131 1.257
H -5.090 0.921 1.925
C 0.935 -4.206 4.910
N 1.473 -3.710 3.649
C 2.419 -4.376 2.942
C 2.920 -3.894 1.790
C 2.381 -2.658 1.312
N 1.414 -2.057 1.971
C 0.978 -2.501 3.171
O 0.153 -1.850 3.808
N 2.851 -2.050 0.218
H 1.325 -5.204 5.092
H -0.150 -4.237 4.856
H 1.216 -3.545 5.728
H 2.747 -5.315 3.369
H 3.675 -4.432 1.237
H 3.293 -2.605 -0.497
H 2.270 -1.285 -0.121

---

Molecular formula: C45H40AsIN5PS5SiV
Method: DFT, ωB97M-V with the def2-TZVPD basis set

Values from the calculation:
- Kohn-Sham gap (spin up / spin down) (Ha) = 0.197 / 0.175
- multiplicity = 2
- charge = -2
- ⟨S²⟩ = 0.795

Atoms and positions in Å:
V -0.712 0.832 0.074
I 0.125 3.397 -0.557
C 1.795 3.123 -1.834
C 1.744 3.938 -2.934
C 2.854 4.096 -3.791
C 4.021 3.473 -3.483
C 4.110 2.612 -2.358
C 5.360 2.022 -2.051
C 5.491 1.194 -0.978
C 4.349 0.858 -0.231
C 3.101 1.358 -0.511
P 1.695 0.524 0.410
C 2.038 -1.242 -0.006
C 1.260 -2.175 0.681
C 1.342 -3.524 0.379
C 2.177 -3.963 -0.640
C 2.918 -3.039 -1.361
C 2.846 -1.689 -1.047
C 2.423 0.710 2.094
C 2.436 1.994 2.637
C 2.954 2.223 3.898
C 3.485 1.171 4.634
C 3.476 -0.107 4.104
C 2.936 -0.341 2.844
C 2.971 2.349 -1.544
H 0.840 4.498 -3.132
H 2.778 4.744 -4.655
H 4.908 3.622 -4.087
H 6.210 2.255 -2.683
H 6.449 0.759 -0.724
H 4.453 0.137 0.573
H 0.566 -1.835 1.445
H 0.724 -4.229 0.921
H 2.224 -5.016 -0.890
H 3.533 -3.360 -2.191
H 3.403 -0.984 -1.650
H 1.995 2.824 2.095
H 2.904 3.221 4.314
H 3.882 1.348 5.627
H 3.873 -0.938 4.675
H 2.929 -1.349 2.453
C 1.456 -1.790 -4.660
C 0.612 -2.640 -3.953
C -0.133 -2.192 -2.874
C -0.042 -0.850 -2.460
C 0.789 0.012 -3.199
C 1.526 -0.454 -4.269
N -0.704 -0.348 -1.378
N -1.483 -1.302 -0.673
C -2.500 -0.798 0.021
C -3.440 -1.697 0.635
C -4.527 -1.194 1.268
C -4.722 0.207 1.359
C -3.758 1.017 0.835
N -2.672 0.558 0.181
H 2.035 -2.154 -5.499
H 0.539 -3.684 -4.242
H -0.766 -2.861 -2.312
H 0.832 1.056 -2.914
H 2.163 0.239 -4.808
H -3.249 -2.759 0.558
H -5.248 -1.870 1.715
H -5.561 0.633 1.889
H -3.793 2.093 0.968
S 0.340 5.167 3.359
As -1.539 4.296 3.224
S -0.887 1.620 2.506
S -2.536 4.432 1.364
S -2.694 3.991 4.910
N -3.463 3.395 -1.906
C -3.950 2.438 -2.722
N -3.508 1.235 -2.769
C -4.226 0.483 -3.672
C -3.997 -0.867 -3.928
C -4.786 -1.510 -4.863
C -5.798 -0.832 -5.547
C -6.038 0.511 -5.299
C -5.248 1.156 -4.360
S -5.302 2.812 -3.814
H -2.839 3.115 -1.159
H -3.939 4.271 -1.796
H -3.206 -1.372 -3.389
H -4.614 -2.559 -5.070
H -6.403 -1.357 -6.275
H -6.824 1.039 -5.825
C 1.391 -2.897 5.112
Si -0.331 -2.159 5.209
C -1.543 -3.428 4.546
C -0.700 -1.841 7.022
C -0.480 -0.642 4.260
C -0.633 0.308 3.505
H 1.404 -3.875 5.604
H 2.120 -2.256 5.610
H 1.716 -3.031 4.081
H -1.592 -4.320 5.176
H -1.255 -3.733 3.538
H -2.539 -2.991 4.477
H -0.441 -2.713 7.629
H -1.755 -1.613 7.177
H -0.123 -0.987 7.380

---

Molecular formula: C45H40Br2MnN3O5S
Method: DFT, ωB97M-V with the def2-TZVPD basis set

Values from the calculation:
- relative energy (zero: lowest compared OMol25 entry of this formula, charge and spin) (eV) = 0.000
- Kohn-Sham gap (spin up / spin down) (Ha) = 0.275 / 0.277
- multiplicity = 5
- charge = 0
- ⟨S²⟩ = 6.047

Atoms and positions in Å:
Mn -0.087 -1.161 -0.530
C 0.807 4.654 2.126
C 0.843 3.302 2.829
C 1.084 3.439 4.322
O 1.857 2.488 2.251
C 1.283 1.328 1.657
C -0.210 1.693 1.573
O -0.374 2.610 2.638
C -1.217 0.524 1.728
O -1.106 -0.270 0.591
C -2.667 1.016 1.745
C -3.651 0.032 1.850
C -4.993 0.363 1.795
C -5.375 1.689 1.630
C -4.403 2.670 1.530
C -3.053 2.337 1.588
C -0.942 -0.246 3.033
C -0.238 -1.445 3.027
C 0.030 -2.112 4.214
C -0.396 -1.578 5.420
C -1.093 -0.378 5.435
C -1.369 0.283 4.248
C 1.987 0.933 0.324
O 1.485 -0.286 -0.109
C 3.489 0.694 0.536
C 4.238 0.362 -0.592
C 5.590 0.086 -0.489
C 6.217 0.133 0.749
C 5.477 0.449 1.875
C 4.118 0.725 1.773
C 1.818 2.045 -0.728
C 2.582 3.207 -0.645
C 2.427 4.220 -1.579
C 1.510 4.088 -2.612
C 0.756 2.930 -2.711
C 0.914 1.916 -1.776
H 1.785 5.128 2.208
H 0.053 5.293 2.587
H 0.571 4.518 1.071
H 2.053 3.908 4.494
H 1.072 2.449 4.778
H 0.297 4.050 4.763
H 1.416 0.483 2.334
H -0.415 2.180 0.611
H -3.349 -1.003 1.965
H -5.740 -0.416 1.887
H -6.424 1.954 1.577
H -4.690 3.708 1.411
H -2.305 3.116 1.523
H 0.103 -1.856 2.088
H 0.578 -3.045 4.199
H -0.198 -2.103 6.346
H -1.425 0.040 6.377
H -1.918 1.214 4.252
H 3.747 0.311 -1.557
H 6.158 -0.160 -1.378
H 7.274 -0.089 0.835
H 5.956 0.489 2.846
H 3.560 0.976 2.664
H 3.302 3.307 0.156
H 3.028 5.118 -1.499
H 1.395 4.879 -3.342
H 0.046 2.807 -3.521
H 0.334 1.008 -1.865
C -3.076 0.659 -1.649
C -2.441 -0.122 -2.751
C -2.954 -0.083 -4.063
C -2.378 -0.814 -5.063
C -1.253 -1.613 -4.777
C -0.555 -2.415 -5.707
Br -1.150 -2.525 -7.512
C 0.564 -3.112 -5.341
C 1.023 -3.058 -4.023
Br 2.600 -3.987 -3.540
C 0.379 -2.319 -3.039
O 0.758 -2.263 -1.799
C -0.782 -1.583 -3.445
N -1.380 -0.858 -2.462
H -3.943 1.215 -1.999
H -2.356 1.352 -1.213
H -3.376 -0.016 -0.847
H -3.813 0.543 -4.267
H -2.760 -0.772 -6.074
H 1.108 -3.696 -6.070
C 0.830 -5.287 -0.451
N -0.287 -5.147 -1.362
C -0.443 -5.811 -2.563
C -1.573 -5.357 -3.138
N -2.091 -4.412 -2.275
C -1.304 -4.281 -1.184
S -1.600 -3.287 0.151
H 1.626 -5.821 -0.960
H 0.529 -5.827 0.447
H 1.186 -4.300 -0.166
H 0.268 -6.542 -2.906
H -2.034 -5.603 -4.077
H -2.922 -3.864 -2.406